The following is a DFT calculation (ωB97M-V/def2-TZVPD) of one molecule with the formula C5H6OS.

LUMO energy = -0.13 eV
E_HOMO = -8.410 eV
DFT total energy = -18160.921 eV
Net charge = 0
HOMO-LUMO gap = 8.28 eV
Largest force on an atom = 0.13958 Eh/bohr
ΔE to the lowest compared entry with this formula, charge and spin = 358.63 kJ/mol

Last column: Löwdin charge in e.
Positions of all 13 atoms, in Å:
1 C 1.559 2.258 -2.624  -0.050
2 C 1.121 1.924 -1.413  -0.199
3 C 0.209 0.681 -1.418  -0.048
4 C -0.052 0.047 -0.224  -0.271
5 O -0.830 -0.950 -0.197  -0.072
6 C -1.069 -1.530 0.984  -0.724
7 S -0.433 -1.134 2.323  0.827
8 H 1.434 1.460 -3.611  0.146
9 H 1.815 3.307 -2.544  0.040
10 H 1.266 2.438 -0.477  0.096
11 H 0.088 0.022 -2.312  0.115
12 H 0.024 0.576 0.787  0.086
13 H -1.653 -2.334 0.740  0.054